108
Properties=species:S:1:pos:R:3 method="wB97M-V/def2-TZVPD" total_charge=+3 energy_ev=-366300.7691 max_force_ha_per_bohr=0.092
Tc 0.98 1.06 -0.57
Se -0.86 6.75 0.78
Sb -0.30 5.66 -1.23
Se 1.98 4.59 -1.01
Se 0.42 3.07 -0.88
Se -0.76 6.13 -3.49
O 0.87 1.08 1.33
P 1.81 0.95 2.59
C 3.48 0.48 1.98
P 3.29 -0.30 0.28
O 2.81 1.04 -0.39
C 4.93 -0.69 -0.30
C 5.81 0.38 -0.43
C 7.08 0.15 -0.92
C 7.46 -1.14 -1.28
C 6.58 -2.20 -1.15
C 5.30 -1.99 -0.66
C 2.26 -1.69 0.82
C 0.92 -1.97 0.58
C 0.32 -3.06 1.18
C 1.06 -3.91 1.98
C 2.40 -3.67 2.20
C 3.00 -2.56 1.64
C 1.86 2.58 3.32
C 2.68 2.75 4.44
C 2.77 3.99 5.04
C 2.04 5.06 4.53
C 1.20 4.89 3.44
C 1.10 3.65 2.83
C 1.10 -0.32 3.63
C -0.26 -0.59 3.56
C -0.81 -1.55 4.40
C 0.00 -2.22 5.31
C 1.35 -1.93 5.40
C 1.91 -0.97 4.56
H 3.95 -0.22 2.66
H 4.09 1.38 1.90
H 5.51 1.39 -0.17
H 7.78 0.97 -1.02
H 8.46 -1.31 -1.67
H 6.88 -3.19 -1.44
H 4.61 -2.81 -0.56
H 0.30 -1.38 -0.09
H -0.74 -3.23 1.03
H 0.58 -4.78 2.42
H 2.99 -4.33 2.82
H 4.05 -2.36 1.82
H 3.23 1.91 4.83
H 3.40 4.12 5.91
H 2.11 6.03 5.00
H 0.61 5.71 3.08
H 0.42 3.51 2.00
H -0.89 -0.06 2.85
H -1.86 -1.77 4.34
H -0.43 -2.96 5.97
H 1.98 -2.43 6.13
H 2.97 -0.74 4.64
O -1.09 0.49 -0.58
P -2.59 0.67 -0.98
C -2.84 0.94 -2.76
C -2.15 1.89 -3.52
C -2.51 2.16 -4.83
C -3.56 1.46 -5.41
C -4.24 0.49 -4.68
C -3.89 0.24 -3.36
C -3.39 2.06 -0.14
C -3.57 3.27 -0.81
C -4.35 4.26 -0.26
C -4.95 4.07 0.98
C -4.75 2.88 1.66
C -3.98 1.87 1.11
C -3.43 -0.84 -0.51
C -2.73 -2.04 -0.44
C -3.39 -3.21 -0.10
C -4.75 -3.19 0.14
C -5.47 -2.01 0.00
C -4.81 -0.83 -0.32
H -1.28 2.40 -3.12
H -1.99 2.93 -5.38
H -3.85 1.67 -6.43
H -5.05 -0.06 -5.13
H -4.43 -0.50 -2.79
H -3.14 3.40 -1.80
H -4.52 5.18 -0.82
H -5.57 4.85 1.40
H -5.23 2.72 2.62
H -3.87 0.93 1.63
H -1.67 -2.06 -0.66
H -2.84 -4.14 -0.02
H -5.26 -4.10 0.42
H -6.54 -2.00 0.15
H -5.38 0.09 -0.41
O 2.52 -1.19 -1.81
C 1.47 -0.88 -2.34
O 1.01 0.38 -2.25
C 0.64 -1.83 -3.09
C -0.63 -1.43 -3.52
C -1.44 -2.30 -4.21
C -0.95 -3.56 -4.50
C 0.31 -3.98 -4.11
C 1.11 -3.11 -3.38
N -1.82 -4.49 -5.27
O -1.29 -5.49 -5.70
O -2.98 -4.16 -5.38
H -0.98 -0.43 -3.32
H -2.43 -2.02 -4.53
H 0.66 -4.96 -4.38
H 2.10 -3.41 -3.07


15
Properties=species:S:1:pos:R:3 method="wB97M-V/def2-TZVPD" energy_ev=-6357.7990 relative_energy_kcal_mol=0.09 max_force_ha_per_bohr=0.007
C -0.01 1.28 0.71
C -0.03 -0.16 0.19
C 1.38 -0.65 -0.17
C -0.96 -0.27 -1.02
O -0.50 -1.04 1.20
H 0.11 2.01 -0.11
H -0.95 1.51 1.22
H 0.80 1.45 1.42
H 2.01 -0.68 0.73
H 1.33 -1.65 -0.59
H 1.86 0.02 -0.89
H -0.59 0.31 -1.87
H -1.06 -1.32 -1.32
H -1.95 0.11 -0.76
H -1.45 -0.92 1.26


13
Properties=species:S:1:pos:R:3 method="wB97M-V/def2-TZVPD" energy_ev=-7796.7788 relative_energy_kcal_mol=66.08 max_force_ha_per_bohr=0.008
O -1.52 -0.94 0.89
C -1.05 -0.09 -0.12
C -0.23 1.16 0.28
N 0.91 0.78 -0.61
C 1.39 -0.51 -0.11
C 0.18 -0.49 -0.94
H -0.91 -0.89 1.64
H -1.91 0.13 -0.75
H 0.04 1.22 1.34
H -0.67 2.11 -0.03
H 1.31 -0.75 0.95
H 2.32 -0.83 -0.58
H 0.15 -0.88 -1.96


16
Properties=species:S:1:pos:R:3 method="wB97M-V/def2-TZVPD" total_charge=-1 energy_ev=-7845.9706 relative_energy_kcal_mol=36.10 max_force_ha_per_bohr=0.044
C -0.44 -0.81 3.36
C -0.25 0.48 3.79
H -0.31 -1.14 2.33
H -0.86 -1.56 4.11
H 0.26 1.22 3.14
H -0.65 0.86 4.71
C 0.39 0.30 -1.04
O -0.10 -0.25 0.09
C 0.09 -0.44 -2.32
N 0.52 0.30 -3.53
H -0.05 1.33 -1.24
H 1.55 0.46 -1.01
H 0.57 -1.43 -2.34
H -1.01 -0.62 -2.29
H 0.01 -0.01 -4.31
H 0.28 1.30 -3.46


13
Properties=species:S:1:pos:R:3 method="wB97M-V/def2-TZVPD" total_charge=+1 energy_ev=-6769.9373 relative_energy_kcal_mol=28.42 max_force_ha_per_bohr=0.054
C 1.49 -0.33 -0.01
C 1.80 0.00 1.23
C -0.40 -0.89 -1.44
N 0.26 -0.11 -0.69
H 2.11 -1.08 -0.51
H 1.02 0.37 1.88
H 2.75 -0.19 1.69
H -1.34 -0.56 -1.84
H 0.01 -1.85 -1.72
H -0.11 0.79 -0.37
H -1.96 1.26 1.47
H -3.15 1.38 0.73
O -2.29 0.95 0.62


12
Properties=species:S:1:pos:R:3 method="wB97M-V/def2-TZVPD" energy_ev=-16782.2894 relative_energy_kcal_mol=24.95 max_force_ha_per_bohr=0.076
C -0.16 1.49 -0.03
C 0.46 0.14 -0.12
Cl 2.20 -0.03 -0.06
C -0.08 -0.88 0.82
C -0.26 -0.95 -0.79
H -0.16 1.91 -1.08
H 0.32 2.01 0.74
H -1.16 1.28 0.29
H 0.70 -1.40 1.33
H -1.11 -0.76 1.29
H -1.21 -1.09 -1.29
H 0.47 -1.72 -1.08


28
Properties=species:S:1:pos:R:3 method="wB97M-V/def2-TZVPD" total_charge=+1 energy_ev=-14618.5734 relative_energy_kcal_mol=119.14 max_force_ha_per_bohr=0.084
C 3.53 0.70 0.35
C 2.27 1.14 0.35
C 4.05 -0.51 0.18
C 3.16 -1.61 0.04
C 1.85 -1.24 0.16
C 1.46 0.03 0.28
C -2.68 1.19 -0.69
C -2.50 -0.23 -0.20
C -1.32 1.92 -0.47
C -0.25 0.17 0.69
C -1.04 -0.61 -0.34
N -0.85 -2.05 -0.07
N -0.67 1.51 0.68
H 5.14 -0.76 -0.01
H 3.57 -2.59 -0.19
H 0.99 -1.99 0.16
H -2.96 1.31 -1.74
H -3.50 1.56 0.01
H -2.75 -0.43 0.85
H -3.18 -0.85 -0.78
H -0.73 2.06 -1.44
H -1.51 2.96 -0.30
H -0.12 -0.41 1.64
H -0.62 -0.62 -1.36
H -1.48 -2.67 -0.56
H -1.04 -2.29 0.92
H 1.84 2.20 0.37
H -0.64 2.12 1.48


74
Properties=species:S:1:pos:R:3 method="wB97M-V/def2-TZVPD" total_charge=+1 energy_ev=-87678.8832 max_force_ha_per_bohr=0.207
La -0.05 0.17 0.10
C -0.96 -1.82 0.97
C 0.39 -2.16 0.49
C 0.62 -0.45 2.16
C -0.84 -0.76 2.00
C 1.37 -1.33 1.23
C -2.22 -2.45 0.54
H -2.13 -2.87 -0.47
H -3.06 -1.74 0.55
H -2.44 -3.26 1.23
C -1.92 -0.07 2.71
H -2.89 -0.27 2.25
H -1.77 1.01 2.73
H -1.94 -0.44 3.73
C 1.18 0.57 3.05
H 1.29 0.13 4.04
H 0.50 1.43 3.14
H 2.15 0.93 2.71
C 2.84 -1.39 1.10
H 3.21 -2.07 1.87
H 3.31 -0.42 1.25
H 3.14 -1.79 0.13
C 0.72 -3.24 -0.47
H 0.94 -4.15 0.10
H 1.61 -2.99 -1.07
H -0.11 -3.44 -1.15
C -1.80 1.52 -6.87
C -1.87 0.19 -6.88
C -1.04 -0.81 -7.64
C 0.31 -0.32 -8.20
C 1.24 0.19 -7.14
C 1.30 1.41 -6.59
C 0.49 2.63 -6.88
C -0.86 2.43 -7.61
H -1.64 -1.23 -8.47
H 0.14 0.42 -8.99
H -0.85 -1.66 -6.96
H -0.67 2.08 -8.64
H -2.52 2.05 -6.22
H -2.65 -0.27 -6.27
H -1.33 3.42 -7.71
H 0.28 3.12 -5.91
H 2.08 1.57 -5.83
H 1.09 3.36 -7.44
H 0.79 -1.19 -8.70
H 1.95 -0.56 -6.76
P -1.33 0.31 -2.07
C -2.83 1.16 -1.95
C -1.49 -1.07 -3.11
P 1.50 0.90 -1.76
C 0.01 1.41 -2.75
C 2.42 -0.26 -2.67
C 2.49 2.27 -1.35
H -2.81 1.94 -1.17
H -3.62 0.44 -1.69
H -3.04 1.60 -2.93
H -1.64 -0.69 -4.12
H -2.39 -1.64 -2.80
H -0.64 -1.76 -3.08
H 2.76 2.75 -2.29
H 3.40 1.91 -0.85
H 1.97 2.97 -0.69
H -0.23 2.45 -2.49
H 0.16 1.30 -3.84
H 3.37 -0.44 -2.16
H 2.60 0.18 -3.65
H 1.92 -1.24 -2.80
Cl 0.38 5.40 2.55
C -0.99 4.34 2.18
Cl -1.42 3.45 3.67
Cl -2.39 5.29 1.66
C -0.55 3.34 0.97
O -0.20 3.87 -0.08
O -0.62 2.10 1.21